Entry 1:
ORCA calculation (wB97M-V/def2-TZVPD) on C15H23F9NO3P2Yb as an isolated structure in a non-equilibrium geometry.

Properties
LUMO (alpha / beta): -7.2 / -11.5 eV
2S+1: 2
Total energy: -3605.50235 a.u.
Molar mass: 671.32 g/mol
Relative energy (zero: lowest compared OMol25 entry of this formula, charge and spin): 0.0 kJ/mol
Charge: +2

Each line ends with the Löwdin spin population.
Geometry (Å):
Yb1 0.328 0.925 0.320  0.00
P1 2.212 -1.107 0.149  0.01
C1 2.434 -1.509 -1.621  0.04
C2 1.071 -1.717 -2.293  0.19
N1 -0.031 -1.090 -1.810  0.00
C3 -1.226 -1.371 -2.387  0.19
C4 -1.325 -2.186 -3.526  0.24
C5 -0.180 -2.762 -4.071  -0.01
C6 1.033 -2.532 -3.430  0.23
C7 -2.530 -0.792 -1.832  0.04
P2 -2.223 0.688 -0.793  0.00
H1 1.969 -2.950 -3.792  0.01
H2 -2.302 -2.335 -3.979  0.01
H3 -0.227 -3.364 -4.980  0.00
H4 -3.167 -0.542 -2.704  0.01
H5 -3.035 -1.567 -1.218  0.02
H6 2.922 -0.647 -2.131  0.02
H7 3.030 -2.435 -1.736  0.00
H8 1.698 3.974 -2.409  0.00
O1 2.313 3.410 -2.937  0.00
H9 2.415 3.900 -3.792  0.00
H10 -1.353 4.781 -0.242  0.00
O2 -1.086 5.439 -0.919  0.00
H11 -1.495 6.278 -0.633  0.00
C8 -2.452 1.987 -2.061  0.00
H12 -3.441 1.928 -2.541  0.00
H13 -2.320 2.967 -1.570  0.00
H14 -1.663 1.881 -2.824  0.00
C9 -3.767 0.809 0.163  0.00
H15 -3.686 1.735 0.758  0.00
H16 -4.673 0.850 -0.464  0.00
H17 -3.831 -0.039 0.866  0.00
C10 2.278 -2.761 0.904  0.00
H18 3.199 -3.303 0.638  0.00
H19 2.210 -2.647 1.998  0.00
H20 1.405 -3.349 0.574  0.00
C11 3.826 -0.395 0.601  0.00
H21 3.762 -0.153 1.677  0.00
H22 4.661 -1.090 0.420  0.00
H23 3.980 0.544 0.040  0.00
F1 0.430 -2.356 3.669  0.00
C12 0.836 -1.127 4.090  0.00
F2 0.760 -1.088 5.446  0.00
F3 2.154 -0.992 3.740  0.00
C13 -0.034 -0.002 3.447  0.00
O3 0.019 -0.045 2.079  0.00
C14 -1.537 -0.167 3.832  0.00
F4 -1.729 -0.118 5.175  0.00
F5 -2.294 0.812 3.248  0.00
F6 -2.012 -1.347 3.349  0.00
C15 0.530 1.404 3.825  0.00
F7 0.542 1.646 5.156  0.00
F8 1.805 1.541 3.330  0.00
F9 -0.204 2.385 3.200  0.00


Entry 2:
ORCA calculation (wB97M-V/def2-TZVPD) on an isolated molecule of C6H6O.

Properties
LUMO: 1.0 eV
2S+1: 1
Total energy: -307.36196 a.u.
Molar mass: 94.11 g/mol
SMILES string: C#CC1=CCOC1
Relative energy (zero: lowest compared OMol25 entry of this formula, charge and spin): 266.4 kJ/mol

Each line ends with the Mulliken charge.
Geometry (Å):
C1 -0.084 -2.290 2.017  0.02
C2 0.045 -1.486 1.123  -0.54
C3 0.065 -0.443 0.147  0.33
C4 1.040 0.014 -0.642  -0.51
C5 0.592 1.337 -1.220  -0.38
O1 -0.817 1.332 -1.075  -0.36
C6 -1.147 0.455 -0.016  -0.45
H1 -0.194 -3.062 2.745  0.42
H2 2.013 -0.431 -0.829  0.42
H3 1.022 2.166 -0.627  0.21
H4 0.851 1.517 -2.268  0.31
H5 -2.054 -0.102 -0.284  0.28
H6 -1.332 0.994 0.929  0.24


Entry 3:
ORCA calculation (wB97M-V/def2-TZVPD) on a 5-piece molecular cluster, C4H18NO5 overall in a non-equilibrium geometry.

Properties
LUMO: 3.3 eV
2S+1: 1
Total energy: -594.11923 a.u.
Molar mass: 160.19 g/mol
Relative energy (zero: lowest compared OMol25 entry of this formula, charge and spin): 295.2 kJ/mol
Charge: -1

Each line ends with the Mulliken charge.
Geometry (Å):
C1 1.059 0.450 1.222  -0.45
N1 0.135 -0.546 0.689  -0.20
C2 0.896 -1.747 -0.110  -0.42
O1 0.123 -1.978 -1.213  -0.86
C3 0.278 1.795 1.514  -0.56
C4 -0.264 2.247 0.108  -1.18
H1 1.934 0.655 0.563  0.30
H2 1.329 0.126 2.334  0.13
H3 -0.561 -0.347 0.080  0.22
H4 0.895 -2.636 0.562  0.24
H5 1.854 -1.274 -0.346  0.22
H6 -0.508 1.725 2.276  0.32
H7 1.046 2.459 1.829  0.33
H8 -0.742 1.471 -0.460  0.31
H9 0.489 2.600 -0.544  0.36
H10 -0.926 2.923 0.275  0.52
H11 -2.200 -1.161 3.474  0.29
H12 -1.148 -1.775 2.602  0.35
O2 -1.854 -1.981 3.218  -0.69
H13 -2.061 -2.463 -0.660  0.30
H14 -1.339 -3.132 -1.753  0.37
O3 -2.203 -3.055 -1.333  -0.66
H15 1.867 1.505 -2.005  0.33
H16 0.870 2.206 -2.879  0.34
O4 1.812 2.232 -2.550  -0.68
H17 -0.497 0.436 -1.867  0.12
H18 0.097 -0.787 -2.309  0.46
O5 -0.380 0.052 -2.715  -0.80


Entry 4:
ORCA calculation (wB97M-V/def2-TZVPD) on an isolated molecule of C6H9N.

Properties
LUMO: 0.9 eV
2S+1: 1
Total energy: -288.69856 a.u.
Molar mass: 95.14 g/mol
Relative energy (zero: lowest compared OMol25 entry of this formula, charge and spin): 219.2 kJ/mol

Each line ends with the Mulliken charge.
Geometry (Å):
C1 1.553 -0.928 -0.548  -1.23
C2 1.388 0.779 1.193  -0.80
C3 0.644 -0.401 0.574  0.54
C4 -0.684 0.132 0.065  0.47
C5 -1.799 -0.686 -0.508  -1.21
C6 -0.656 1.447 0.264  -0.78
N1 0.572 1.786 0.915  0.10
H1 2.485 -1.317 -0.130  0.35
H2 1.067 -1.723 -1.122  0.33
H3 1.810 -0.119 -1.241  0.33
H4 0.506 -1.198 1.319  0.36
H5 -2.660 -0.062 -0.765  0.33
H6 -2.141 -1.439 0.214  0.28
H7 -1.492 -1.227 -1.411  0.30
H8 -1.391 2.211 0.028  0.40
H9 0.797 2.743 1.153  0.22


Entry 5:
ORCA calculation (wB97M-V/def2-TZVPD) on an isolated molecule of C13H14N4O3S in a non-equilibrium geometry.

Properties
LUMO: -0.3 eV
2S+1: 1
Total energy: -1346.65362 a.u.
Molar mass: 306.35 g/mol
SMILES string: CSc1ccccc1NC(=O)Cn1c([N+](=O)[O-])cnc1C
Relative energy (zero: lowest compared OMol25 entry of this formula, charge and spin): 349.8 kJ/mol

Each line ends with the Mulliken charge.
Geometry (Å):
C1 -3.387 -1.101 3.110  -0.79
S1 -2.663 0.429 2.436  -0.20
C2 -2.987 0.145 0.698  0.18
C3 -4.293 0.131 0.243  -0.47
C4 -4.560 -0.113 -1.092  -0.58
C5 -3.512 -0.332 -1.971  -0.72
C6 -2.203 -0.306 -1.527  -0.44
C7 -1.923 -0.061 -0.187  0.36
N1 -0.628 -0.019 0.331  0.08
C8 0.545 -0.133 -0.326  0.40
O1 0.697 -0.394 -1.496  -0.66
C9 1.765 0.040 0.610  -0.80
N2 2.904 0.409 -0.181  0.30
C10 2.980 1.505 -1.018  0.19
N3 1.996 2.490 -1.134  1.05
O2 2.185 3.372 -1.948  -0.63
O3 1.016 2.420 -0.404  -0.61
C11 4.203 1.412 -1.659  -0.56
N4 4.841 0.311 -1.245  -0.69
C12 4.048 -0.286 -0.376  0.95
C13 4.376 -1.557 0.307  -1.44
H1 -3.230 -1.069 4.183  0.33
H2 -2.881 -1.960 2.679  0.29
H3 -4.449 -1.132 2.888  0.27
H4 -5.099 0.317 0.937  0.46
H5 -5.581 -0.125 -1.442  0.38
H6 -3.713 -0.518 -3.014  0.38
H7 -1.388 -0.466 -2.213  0.53
H8 -0.614 0.243 1.312  0.13
H9 1.559 0.811 1.358  0.35
H10 1.972 -0.911 1.106  0.46
H11 4.625 2.086 -2.377  0.48
H12 5.369 -1.863 -0.007  0.37
H13 3.664 -2.335 0.031  0.34
H14 4.365 -1.437 1.390  0.32